Molecular formula: C9H11O5P
Method: DFT, ωB97M-V/def2-TZVPD

CARTESIAN COORDINATES (ANGSTROEM)
1 C 3.096107 -2.169812 -1.639900
2 C 2.046312 -1.374096 -2.128353
3 C 2.829967 -2.427384 -0.361314
4 C 1.157658 -1.293578 -1.090093
5 C 1.037880 2.006825 0.074250
6 C 1.633165 2.032645 -1.273602
7 C 0.068790 1.136036 0.373515
8 C -2.425842 -1.744154 -0.211531
9 C -0.326620 2.129512 2.445797
10 O 2.741974 2.367823 -1.458646
11 O -1.143916 0.174929 -1.973652
12 O 1.726800 -1.844331 0.022845
13 O -1.136046 -1.246147 0.231350
14 O -0.550779 1.080662 1.522219
15 P -0.373766 -0.219054 -0.757320
16 H 3.920204 -2.389960 -2.324395
17 H 1.889747 -1.078431 -3.087632
18 H 3.405447 -2.997546 0.374405
19 H 1.396113 2.773174 0.749744
20 H 1.032427 1.596865 -2.086931
21 H -2.455029 -2.851841 -0.306482
22 H -2.544128 -1.200390 -1.109035
23 H -3.214670 -1.417327 0.468167
24 H -1.199648 2.823737 2.444823
25 H 0.592297 2.593053 2.144165
26 H -0.327222 1.701231 3.437868

Atoms 1-3, force components in eV/Å:
C 1.335 0.252 -2.437
C -1.182 -1.073 2.731
C 2.386 -1.243 1.064

## Properties
HOMO-LUMO gap (spin up / spin down)	6.723 / 6.146	eV
multiplicity	3
E_tot	-29032.06002	eV
E_HOMO (spin up / spin down)	-6.11 / -9.08	eV